No. 1
{
  "formula": "C29H30BIN2O6Tc",
  "method": "ωB97M-V/def2-TZVPD",
  "charge": 0,
  "spin_multiplicity": 2,
  "energy_ev": -56804.977,
  "e_homo_ha": [-0.241, -0.216],
  "gap_ev": [6.52, 5.45],
  "species": ["Tc", "O", "C", "C", "C", "C", "C", "C", "C", "N", "C", "C", "N", "C", "C", "C", "C", "C", "C", "C", "O", "H", "H", "H", "H", "H", "H", "H", "H", "H", "H", "H", "H", "H", "H", "C", "C", "C", "O", "B", "O", "C", "C", "C", "H", "H", "H", "H", "H", "H", "H", "H", "H", "H", "H", "H", "I", "C", "C", "C", "C", "C", "C", "C", "O", "O", "H", "H", "H", "H"],
  "positions_angstrom": [[1.693342, -0.526526, 0.630350], [1.366245, 1.605149, -0.028421], [2.409417, 2.493353, -0.231978], [2.133315, 3.852398, -0.188544], [3.133431, 4.785917, -0.395795], [4.432390, 4.355293, -0.642775], [4.705092, 3.006413, -0.665464], [3.715029, 2.024017, -0.458640], [4.168317, 0.657892, -0.479433], [3.452862, -0.431397, -0.214326], [4.215613, -1.700330, -0.219285], [3.274123, -2.868792, 0.038997], [2.228442, -2.433116, 0.968547], [1.741973, -3.246618, 1.829363], [0.727234, -2.897644, 2.798925], [0.190949, -3.937998, 3.575165], [-0.749088, -3.704117, 4.550224], [-1.159661, -2.388330, 4.782049], [-0.636104, -1.347387, 4.051361], [0.310817, -1.568944, 3.035157], [0.743119, -0.507429, 2.372351], [1.121411, 4.179286, 0.013003], [2.897212, 5.840194, -0.358958], [5.226071, 5.070412, -0.807778], [5.718220, 2.669354, -0.845507], [5.226739, 0.525300, -0.692582], [4.999864, -1.645050, 0.543145], [4.696895, -1.827842, -1.192203], [3.826849, -3.723564, 0.441135], [2.772076, -3.153041, -0.883969], [2.127356, -4.267095, 1.860007], [0.535375, -4.947760, 3.384690], [-1.158729, -4.520087, 5.128525], [-1.896085, -2.182037, 5.548280], [-0.942164, -0.324762, 4.225903], [-2.254780, 3.836809, 0.330089], [-2.120690, 2.440538, -0.259307], [-3.369199, 1.625941, 0.010838], [-0.995451, 1.815472, 0.418437], [0.061512, 1.947811, -0.418080], [-0.214747, 2.452748, -1.651005], [-1.668695, 2.444699, -1.760641], [-2.042240, 1.167452, -2.497347], [-2.099173, 3.666147, -2.546970], [-2.360321, 3.751335, 1.410988], [-3.131614, 4.349715, -0.065093], [-1.376451, 4.446865, 0.117995], [-3.654144, 1.724878, 1.057938], [-3.207350, 0.573695, -0.207478], [-4.197758, 1.984702, -0.601958], [-1.734531, 0.288497, -1.933310], [-1.526615, 1.154648, -3.457596], [-3.115549, 1.112103, -2.679970], [-1.696474, 4.583281, -2.123281], [-3.187871, 3.739457, -2.569581], [-1.744341, 3.578252, -3.573293], [-5.915667, -4.235199, -1.353886], [-3.973582, -3.486283, -1.342302], [-3.068408, -3.903765, -2.310718], [-1.774607, -3.409574, -2.295333], [-1.381188, -2.486690, -1.331029], [-2.300723, -2.083360, -0.360717], [-3.593635, -2.582811, -0.361730], [0.020695, -1.978159, -1.315453], [0.921594, -2.547262, -1.902352], [0.160532, -0.889478, -0.596822], [-3.378589, -4.610485, -3.068044], [-1.047143, -3.722454, -3.032093], [-1.977714, -1.385247, 0.401726], [-4.303061, -2.279402, 0.395889]],
  "forces_ev_per_a": [[0.268, 1.126, 0.293], [-0.020, -0.259, 0.502], [0.157, 0.019, -0.195], [0.097, 0.027, -0.007], [-0.086, -0.042, 0.022], [-0.022, -0.039, 0.009], [-0.070, 0.006, 0.010], [-0.106, 0.143, -0.023], [-0.416, -0.973, 0.128], [0.813, 0.482, -0.707], [0.084, 0.038, -0.060], [0.079, -0.002, -0.006], [0.053, 0.017, -0.102], [-0.092, -0.021, 0.175], [0.145, -0.111, -0.152], [-0.063, -0.005, 0.077], [0.055, -0.048, -0.057], [0.001, 0.070, 0.015], [-0.012, -0.093, 0.112], [-0.225, 0.476, 0.027], [-0.373, -0.592, 0.323], [-0.023, 0.003, 0.002], [0.000, 0.016, 0.001], [0.011, 0.016, -0.003], [0.014, -0.010, -0.007], [-0.009, -0.034, 0.007], [-0.043, -0.019, -0.002], [0.006, 0.005, 0.054], [-0.048, 0.028, -0.011], [0.019, 0.004, -0.032], [0.005, 0.031, 0.012], [-0.002, -0.027, -0.001], [-0.003, -0.012, 0.004], [-0.021, -0.001, 0.012], [-0.010, 0.013, -0.002], [-0.036, 0.003, -0.004], [-0.006, -0.001, -0.046], [-0.012, 0.026, 0.010], [-0.044, -0.022, -0.001], [0.032, -0.127, -0.201], [-0.086, 0.033, 0.068], [0.034, 0.002, 0.037], [0.017, 0.013, -0.013], [-0.020, -0.022, -0.014], [0.003, -0.004, 0.007], [-0.014, 0.007, -0.008], [0.036, 0.002, 0.002], [0.015, -0.016, 0.027], [0.003, -0.021, -0.020], [-0.016, 0.028, -0.001], [0.015, -0.025, 0.017], [0.004, 0.003, -0.002], [-0.017, 0.011, 0.006], [0.015, 0.009, 0.012], [-0.013, -0.009, 0.000], [0.009, -0.002, -0.009], [-0.089, -0.033, -0.008], [0.230, 0.023, -0.069], [-0.117, -0.039, -0.015], [0.087, 0.129, 0.056], [-0.580, -0.176, 0.004], [0.247, -0.008, -0.096], [-0.051, -0.004, 0.029], [0.320, 0.456, 0.276], [-0.040, -0.177, -0.136], [-0.107, -0.278, -0.320], [0.033, -0.008, -0.016], [-0.013, -0.043, -0.026], [-0.029, 0.004, 0.001], [0.028, 0.037, 0.034]]
}

No. 2
{
  "formula": "C29H30CuN9O3S",
  "method": "ωB97M-V/def2-TZVPD",
  "charge": -1,
  "spin_multiplicity": 2,
  "energy_ev": -105592.462,
  "e_homo_ha": [-0.157, -0.156],
  "gap_ev": [6.98, 6.95],
  "e_above_lowest_kj_mol": 19.1,
  "species": ["Cu", "N", "C", "S", "N", "N", "C", "C", "C", "C", "C", "C", "C", "O", "H", "H", "H", "H", "H", "H", "H", "C", "N", "C", "N", "C", "N", "C", "N", "C", "C", "H", "H", "H", "H", "H", "H", "H", "H", "H", "H", "H", "H", "O", "C", "N", "C", "C", "O", "N", "C", "C", "C", "C", "C", "C", "C", "C", "C", "C", "C", "C", "H", "H", "H", "H", "H", "H", "H", "H", "H", "H", "H"],
  "positions_angstrom": [[1.912686, 1.041987, -0.175548], [4.404237, -2.367248, -0.283023], [3.752704, -1.189954, -0.486871], [3.467411, -0.212947, 0.914033], [3.429254, -0.900814, -1.711429], [2.698995, 0.236963, -1.845793], [2.366114, 0.624250, -3.017121], [1.577213, 1.795628, -3.307258], [1.183512, 2.000831, -4.638516], [0.397967, 3.064807, -5.015829], [-0.018747, 3.970574, -4.034248], [0.362042, 3.807579, -2.726664], [1.171228, 2.724025, -2.301619], [1.530561, 2.657810, -1.057278], [4.789640, -2.528082, 0.626670], [4.725518, -2.893888, -1.074602], [2.681194, 0.008669, -3.862013], [1.512871, 1.285014, -5.385383], [0.101409, 3.194499, -6.049122], [-0.663754, 4.798390, -4.307586], [0.025918, 4.494414, -1.959478], [1.268524, 3.472904, 1.707792], [1.229382, 2.004913, 1.826222], [2.001407, 1.617727, 3.018966], [1.471099, 2.239668, 4.235883], [1.499997, 3.692711, 4.061038], [0.723489, 4.129987, 2.900743], [-0.656833, 3.672681, 3.081592], [-0.742571, 2.220777, 3.237974], [-0.176788, 1.599227, 2.035918], [0.073129, 1.825928, 4.384166], [0.700063, 3.764819, 0.826589], [2.305363, 3.786239, 1.570936], [3.040420, 1.924698, 2.883463], [1.971910, 0.533882, 3.126044], [2.537406, 4.011844, 3.935909], [1.089732, 4.163359, 4.958840], [-1.242153, 3.963994, 2.207381], [-1.073965, 4.152329, 3.971580], [-0.759186, 1.898252, 1.164577], [-0.216465, 0.515232, 2.140387], [0.037446, 0.738840, 4.482210], [-0.336967, 2.280748, 5.290245], [-1.470857, 1.510349, -1.076389], [-1.126173, 0.353242, -0.906633], [-1.957877, -0.727992, -1.155977], [-1.419622, -1.950887, -0.611686], [0.001622, -1.417549, -0.188110], [0.863295, -2.138093, 0.296386], [0.076506, -0.095353, -0.412654], [-2.207671, -2.439785, 0.609600], [-1.584431, -3.115832, 1.656766], [-2.311900, -3.531387, 2.762891], [-3.676245, -3.296154, 2.837507], [-4.310635, -2.651578, 1.787554], [-3.582590, -2.230283, 0.684935], [-1.350231, -3.058897, -1.667078], [-2.330849, -3.118213, -2.654287], [-2.300448, -4.102770, -3.629687], [-1.286241, -5.047839, -3.634009], [-0.313851, -5.005442, -2.646939], [-0.347273, -4.025080, -1.665082], [-2.935930, -0.566945, -1.303841], [-0.519887, -3.295444, 1.602902], [-1.802969, -4.035313, 3.575854], [-4.241911, -3.609670, 3.706432], [-5.377528, -2.467693, 1.826867], [-4.104959, -1.731548, -0.122318], [-3.121026, -2.378203, -2.672987], [-3.067241, -4.123669, -4.394941], [-1.252356, -5.806814, -4.406355], [0.487752, -5.734191, -2.643649], [0.419114, -3.984236, -0.904847]],
  "forces_ev_per_a": [[0.166, -0.154, 0.521], [0.039, -0.014, 0.110], [-0.033, 0.152, -0.226], [0.164, -0.082, 0.261], [0.301, -0.611, -0.420], [-0.291, 0.532, 0.479], [0.255, -0.315, -0.071], [-0.281, 0.234, 0.164], [0.045, -0.050, 0.065], [-0.042, 0.061, -0.106], [0.012, -0.076, -0.063], [0.031, 0.001, 0.159], [0.084, 0.149, -0.314], [-0.290, 0.421, -0.297], [0.050, -0.088, -0.011], [-0.006, 0.043, -0.042], [0.043, -0.009, 0.044], [-0.003, -0.019, 0.019], [0.003, -0.016, 0.014], [0.030, 0.023, 0.019], [0.011, -0.004, 0.001], [-0.067, 0.202, 0.028], [0.044, -0.145, -0.370], [0.028, 0.043, 0.128], [0.064, -0.043, 0.002], [-0.036, -0.009, -0.013], [0.058, -0.017, -0.003], [0.002, -0.024, -0.003], [0.017, -0.043, -0.023], [-0.173, 0.093, 0.112], [-0.009, 0.042, -0.035], [0.034, -0.045, 0.016], [-0.006, -0.028, -0.039], [-0.012, -0.010, -0.032], [-0.021, -0.017, -0.039], [-0.010, 0.008, 0.000], [0.021, 0.000, -0.003], [-0.005, 0.016, 0.021], [-0.004, 0.000, -0.017], [0.039, -0.024, -0.027], [0.025, -0.012, -0.032], [-0.012, 0.008, 0.028], [0.010, -0.007, -0.008], [0.031, 0.025, -0.047], [-0.150, -0.077, 0.162], [0.002, -0.173, -0.146], [0.131, 0.109, -0.046], [-0.107, -0.199, -0.047], [-0.176, -0.026, -0.105], [-0.087, 0.025, 0.069], [0.019, -0.038, 0.050], [0.016, -0.005, -0.051], [0.000, -0.004, -0.005], [-0.017, -0.020, 0.042], [-0.050, 0.015, -0.035], [0.044, -0.018, -0.012], [0.031, -0.018, 0.030], [0.042, 0.001, 0.045], [-0.062, 0.022, -0.013], [0.011, -0.047, -0.036], [-0.001, -0.005, 0.007], [-0.049, 0.045, 0.055], [-0.010, 0.157, 0.064], [0.034, 0.032, -0.002], [-0.003, -0.003, -0.012], [0.008, -0.011, -0.009], [0.006, 0.000, -0.003], [-0.009, 0.009, 0.037], [0.027, 0.009, -0.039], [0.004, 0.000, 0.006], [0.001, -0.003, 0.017], [-0.006, 0.002, 0.005], [0.042, 0.032, 0.025]]
}